Molecular formula: H28KrO14
Method: DFT, ωB97M-V with the def2-TZVPD basis set

Results
HOMO level in Ha: -0.3886
Lowest unoccupied orbital energy in eV: -0.498
Relative energy (zero: lowest compared OMol25 entry of this formula, charge and spin) in kJ/mol: 111.7
Frontier orbital gap in eV: 10.07

Last column: Mulliken charge in e.
Cartesian coordinates (Å):
Kr  1.548  27.181  4.562  0.0344
O  3.288  30.090  6.178  -0.5857
H  2.434  30.490  6.010  0.3035
H  3.897  30.828  6.208  0.3083
O  1.913  27.302  0.408  -0.5972
H  2.441  27.767  1.057  0.4181
H  1.059  27.733  0.440  0.2621
O  5.236  27.161  4.424  -0.6196
H  4.820  27.256  5.281  0.4117
H  6.172  27.111  4.616  0.2473
O  -1.290  25.535  3.124  -0.6217
H  -0.528  25.218  2.639  0.3079
H  -1.886  25.858  2.448  0.2812
O  1.845  30.475  3.134  -0.5367
H  2.421  30.939  3.741  0.2438
H  1.723  31.084  2.406  0.2807
O  3.700  28.580  2.124  -0.7272
H  4.205  27.957  2.647  0.3495
H  3.296  29.162  2.768  0.3191
O  1.435  24.246  7.198  -0.6272
H  0.548  24.527  6.974  0.2992
H  1.750  24.909  7.812  0.3175
O  -1.519  26.820  5.521  -0.6772
H  -1.276  26.385  4.704  0.3327
H  -1.446  26.136  6.187  0.3340
O  1.284  22.689  4.493  -0.6241
H  1.815  22.739  3.698  0.3211
H  1.634  23.378  5.058  0.3072
O  -0.119  28.449  7.426  -0.6594
H  0.152  29.233  6.949  0.3515
H  -0.559  27.909  6.769  0.3795
O  0.525  30.768  5.774  -0.6204
H  0.559  31.415  6.479  0.3064
H  0.275  31.270  4.998  0.2487
O  4.521  25.006  2.556  -0.5950
H  5.383  24.666  2.315  0.2728
H  4.673  25.493  3.366  0.3633
O  4.435  27.604  6.925  -0.6476
H  5.220  27.764  7.449  0.2880
H  3.893  28.381  7.061  0.3046
O  -0.828  29.417  2.550  -0.6005
H  -0.016  29.291  3.042  0.2554
H  -0.589  29.233  1.642  0.2900

Molecular formula: H28O14
Method: DFT, ωB97M-V with the def2-TZVPD basis set

Results
HOMO level in Ha: -0.3958
Lowest unoccupied orbital energy in eV: -0.104
Relative energy (zero: lowest compared OMol25 entry of this formula, charge and spin) in kJ/mol: 95.4
Frontier orbital gap in eV: 10.67

Last column: Mulliken charge in e.
Cartesian coordinates (Å):
O  -23.300  -2.786  5.654  -0.5602
H  -23.201  -1.849  5.831  0.2560
H  -24.061  -2.880  5.049  0.2795
O  -23.114  -2.188  0.234  -0.6239
H  -22.283  -1.856  0.500  0.3489
H  -23.803  -2.004  0.935  0.3426
O  -20.461  -1.718  0.433  -0.6362
H  -19.986  -1.839  -0.357  0.2666
H  -20.247  -0.847  0.807  0.2809
O  -22.879  -0.467  2.635  -0.6476
H  -23.458  -0.173  3.300  0.3170
H  -22.631  -1.343  2.878  0.1853
O  -21.671  -5.182  4.801  -0.8095
H  -22.554  -5.506  4.758  0.2172
H  -21.165  -5.402  4.014  0.4456
O  -19.366  -2.606  3.244  -0.6404
H  -19.475  -1.662  2.956  0.2677
H  -19.356  -2.526  4.198  0.2515
O  -21.151  -4.623  0.190  -0.7439
H  -21.983  -5.044  0.111  0.2890
H  -21.254  -3.843  0.667  0.2591
O  -25.353  -3.187  3.802  -0.7089
H  -25.767  -2.660  3.094  0.3060
H  -24.913  -3.861  3.260  0.3605
O  -20.202  -1.899  5.810  -0.6679
H  -19.694  -1.737  6.586  0.2254
H  -20.816  -2.576  6.040  0.3953
O  -17.943  -3.440  0.884  -0.6028
H  -18.556  -2.974  1.453  0.3747
H  -17.119  -2.985  0.985  0.2879
O  -20.210  -5.551  2.648  -0.8094
H  -19.603  -4.881  2.842  0.2537
H  -20.533  -5.329  1.773  0.4143
O  -21.992  -3.119  2.853  1.1015
H  -21.075  -2.835  2.844  -0.1080
H  -22.017  -3.771  3.633  -0.0171
O  -24.017  -4.507  1.881  -0.7107
H  -23.288  -3.869  2.011  0.2726
H  -23.921  -5.070  1.081  0.2598
O  -21.024  -4.171  7.092  -0.7322
H  -21.074  -4.648  6.251  0.4534
H  -20.065  -4.156  7.256  0.3069

Molecular formula: H28O14
Method: DFT, ωB97M-V with the def2-TZVPD basis set

Results
HOMO level in Ha: -0.3432
Lowest unoccupied orbital energy in eV: -0.051
Relative energy (zero: lowest compared OMol25 entry of this formula, charge and spin) in kJ/mol: 596.6
Frontier orbital gap in eV: 9.29

Last column: Mulliken charge in e.
Cartesian coordinates (Å):
H  -0.259  0.437  -0.351  0.1882
H  0.130  -0.583  0.715  0.3304
H  -1.571  -3.909  -1.737  0.3040
H  -2.995  -4.020  -2.084  0.3060
H  -2.105  -0.729  -1.772  0.3085
H  -1.967  -0.358  -3.333  0.2737
H  -2.832  0.829  -0.432  0.1833
H  -2.106  -0.230  0.247  0.3216
H  -1.920  2.999  0.736  0.2470
H  -0.391  2.777  1.304  0.2872
H  -0.292  0.022  4.894  0.3092
H  0.581  -0.673  5.964  0.3102
H  -1.537  -0.451  3.338  0.2881
H  -2.978  -0.067  3.790  0.2749
H  1.278  1.040  1.495  0.2806
H  2.262  -0.204  1.273  0.3444
H  -0.065  -4.819  1.740  0.2954
H  -0.309  -4.079  3.100  0.3006
H  3.857  -0.178  -2.626  0.2805
H  2.737  0.002  -1.619  0.3272
H  1.080  -2.237  -1.537  0.2860
H  0.925  -2.385  -0.010  0.2669
H  -0.474  1.334  -4.274  0.2873
H  -0.497  2.802  -4.648  0.3079
H  3.221  2.804  -1.753  0.2827
H  3.932  3.589  -0.616  0.2897
H  0.708  3.254  -1.794  0.2209
H  0.697  2.619  -0.382  0.2160
O  -0.203  -0.508  -0.157  -0.4456
O  -2.381  -4.165  -1.330  -0.6129
O  -1.599  -0.872  -2.572  -0.5684
O  -2.028  0.720  0.039  -0.4350
O  -1.003  3.226  0.618  -0.5585
O  0.030  0.096  5.814  -0.6214
O  -2.225  0.229  3.400  -0.5701
O  1.333  0.063  1.603  -0.6835
O  -0.511  -4.143  2.143  -0.5942
O  3.685  0.345  -1.845  -0.6064
O  1.513  -2.144  -0.671  -0.5719
O  0.131  2.174  -4.304  -0.6063
O  3.849  2.744  -1.115  -0.5870
O  0.300  2.650  -1.251  -0.4571

Molecular formula: H28O14
Method: DFT, ωB97M-V with the def2-TZVPD basis set

Results
HOMO level in Ha: -0.3572
Lowest unoccupied orbital energy in eV: -0.424
Relative energy (zero: lowest compared OMol25 entry of this formula, charge and spin) in kJ/mol: 63.9
Frontier orbital gap in eV: 9.30

Last column: Mulliken charge in e.
Cartesian coordinates (Å):
O  -3.422  -0.851  1.707  -0.6536
H  -3.392  -0.628  2.643  0.3227
H  -2.549  -0.597  1.388  0.3056
O  0.190  -2.583  1.709  -0.5289
H  0.750  -2.058  2.303  0.2977
H  0.031  -3.409  2.180  0.2456
O  -0.454  -1.103  -3.015  -0.6237
H  -0.517  -1.761  -2.288  0.3006
H  -0.114  -1.591  -3.771  0.2883
O  -1.343  -2.642  -0.878  -0.6145
H  -0.988  -2.298  -0.042  0.2753
H  -1.840  -3.427  -0.630  0.2735
O  2.450  2.361  0.731  -0.6248
H  3.261  2.749  0.387  0.2730
H  2.103  1.844  -0.011  0.3439
O  -1.744  2.828  -1.106  -0.7031
H  -1.511  3.693  -0.755  0.3237
H  -0.933  2.483  -1.540  0.3816
O  -2.839  0.237  -1.822  -0.6440
H  -2.070  -0.167  -2.251  0.3761
H  -2.464  0.987  -1.332  0.3353
O  0.097  0.520  0.201  0.4901
H  0.882  0.285  0.728  -0.0884
H  0.306  0.298  -0.717  0.0517
O  -0.437  0.351  3.988  -0.6314
H  -0.598  0.715  3.105  0.3009
H  0.017  1.059  4.457  0.2884
O  0.236  1.635  -2.627  -0.7509
H  1.172  1.421  -2.456  0.3852
H  -0.114  0.835  -3.056  0.2775
O  -1.919  1.809  1.702  -0.6190
H  -2.310  2.416  1.067  0.2897
H  -1.172  1.414  1.217  0.3278
O  2.664  0.683  -1.664  -0.6639
H  3.303  0.510  -2.365  0.2950
H  2.692  -0.105  -1.104  0.2009
O  2.125  -0.392  1.954  -0.5756
H  2.863  -0.919  1.621  0.2514
H  2.538  0.298  2.490  0.2436
O  1.756  -1.947  -0.879  -0.5485
H  1.539  -2.145  0.044  0.2559
H  1.755  -2.807  -1.311  0.2691

Molecular formula: H28O14
Method: DFT, ωB97M-V with the def2-TZVPD basis set

Results
HOMO level in Ha: -0.3749
Lowest unoccupied orbital energy in eV: -0.119
Relative energy (zero: lowest compared OMol25 entry of this formula, charge and spin) in kJ/mol: 187.5
Frontier orbital gap in eV: 10.08

Last column: Mulliken charge in e.
Cartesian coordinates (Å):
O  0.858  -2.923  0.619  -0.5021
H  1.559  -3.037  -0.050  0.2166
H  0.708  -3.798  0.871  0.2456
O  -0.484  1.868  1.738  -0.7222
H  -1.385  1.611  1.734  0.3165
H  -0.374  2.329  2.571  0.2984
O  3.070  0.398  -0.997  -0.6781
H  3.024  0.272  -1.966  0.3179
H  2.318  0.899  -0.799  0.3063
O  -0.354  4.161  -0.068  -0.7166
H  -0.865  3.530  0.402  0.3828
H  0.482  4.164  0.398  0.3112
O  -2.669  -1.015  -2.151  -0.7270
H  -2.359  -0.140  -1.985  0.3669
H  -2.814  -1.056  -3.093  0.2817
O  0.138  -1.767  2.813  -0.6878
H  0.167  -2.570  3.335  0.3151
H  0.461  -2.088  1.941  0.4096
O  2.725  -1.644  2.939  -0.7861
H  2.855  -2.564  3.109  0.2978
H  1.770  -1.584  2.808  0.4428
O  1.014  2.563  -1.905  -0.6885
H  0.681  1.754  -2.217  0.4020
H  0.468  2.926  -1.162  0.3420
O  -0.080  -0.114  -0.091  -0.2700
H  0.583  -0.517  0.448  0.2173
H  -0.368  0.645  0.482  0.2770
O  -2.175  1.904  -1.665  -0.6453
H  -2.307  2.747  -2.123  0.3154
H  -1.359  1.563  -1.976  0.2935
O  -0.373  0.449  -2.695  -0.7512
H  -0.178  -0.054  -1.872  0.3696
H  -0.819  -0.152  -3.285  0.3064
O  -2.968  1.041  1.174  -0.6284
H  -3.029  0.889  2.170  0.3037
H  -3.645  1.686  1.000  0.2720
O  -1.730  -2.864  -0.518  -0.7153
H  -1.995  -2.248  -1.150  0.4107
H  -1.047  -2.533  0.005  0.3894
O  3.565  -1.878  0.234  -0.7031
H  3.576  -1.795  1.213  0.3718
H  3.360  -1.044  -0.220  0.4418

Molecular formula: H28O14
Method: DFT, ωB97M-V with the def2-TZVPD basis set

Results
HOMO level in Ha: -0.3164
Lowest unoccupied orbital energy in eV: -0.067
Relative energy (zero: lowest compared OMol25 entry of this formula, charge and spin) in kJ/mol: 591.8
Frontier orbital gap in eV: 8.54

Last column: Mulliken charge in e.
Cartesian coordinates (Å):
H  -0.674  0.405  -1.046  0.3024
H  -0.047  -0.144  0.219  0.1736
H  -1.791  -4.173  -1.744  0.2655
H  -2.106  -2.739  -1.286  0.2717
H  1.643  -1.133  1.664  0.2191
H  2.763  -0.451  2.308  0.3169
H  4.388  3.763  -1.603  0.3143
H  3.264  2.750  -0.967  0.3361
H  -0.962  -0.341  -3.305  0.2732
H  -1.581  1.160  -3.263  0.2548
H  -0.285  3.249  1.902  0.3030
H  -1.383  4.178  2.603  0.3399
H  -4.956  0.150  -1.503  0.3075
H  -4.260  -1.089  -1.762  0.3200
H  3.021  -3.059  1.248  0.2781
H  4.088  -3.820  0.544  0.2582
H  -0.670  1.777  3.694  0.2991
H  0.889  1.577  4.093  0.3025
H  -1.285  -3.317  1.825  0.2904
H  -0.041  -2.663  1.447  0.2430
H  -2.903  3.703  -2.784  0.3201
H  -1.972  4.723  -2.055  0.3047
H  4.789  0.725  -1.944  0.3376
H  3.714  0.447  -0.937  0.2581
H  1.153  -1.197  -2.291  0.2957
H  0.101  -2.134  -2.308  0.2098
H  -2.818  -1.556  3.159  0.2880
H  -3.007  -0.532  4.235  0.2983
O  -0.053  -0.270  -0.754  -0.3682
O  -1.575  -3.219  -1.859  -0.5524
O  1.868  -0.210  2.037  -0.5241
O  4.261  3.018  -1.015  -0.6464
O  -1.122  0.514  -2.743  -0.5832
O  -1.050  3.834  1.693  -0.6484
O  -5.026  -0.750  -1.164  -0.6248
O  3.702  -3.015  0.555  -0.5312
O  -0.028  1.526  4.448  -0.6126
O  -0.681  -3.200  1.003  -0.5294
O  -1.956  4.010  -2.655  -0.6169
O  4.559  -0.005  -1.320  -0.6042
O  0.789  -1.896  -1.705  -0.5598
O  -2.759  -0.594  3.336  -0.5799

Molecular formula: H28O14
Method: DFT, ωB97M-V with the def2-TZVPD basis set

Results
HOMO level in Ha: -0.3509
Lowest unoccupied orbital energy in eV: -0.117
Relative energy (zero: lowest compared OMol25 entry of this formula, charge and spin) in kJ/mol: 662.9
Frontier orbital gap in eV: 9.43

Last column: Mulliken charge in e.
Cartesian coordinates (Å):
H  -0.700  -0.256  -0.887  0.1813
H  -1.984  0.051  -0.084  0.2963
H  4.399  -0.517  -3.238  0.2753
H  3.416  -1.097  -2.374  0.2873
H  2.687  -3.765  -1.696  0.3094
H  2.287  -3.168  -0.360  0.2992
H  -1.634  -1.505  -2.215  0.2933
H  -2.245  -2.335  -1.260  0.3081
H  -0.846  1.876  -1.469  0.2721
H  0.793  1.699  -1.648  0.3942
H  -0.352  0.615  3.289  0.2938
H  0.691  1.530  3.909  0.2831
H  -0.401  0.645  -3.144  0.2556
H  -1.670  1.093  -3.818  0.2699
H  -0.757  2.811  2.157  0.3000
H  0.047  3.633  3.141  0.2741
H  4.090  -1.404  0.830  0.3217
H  2.678  -1.776  0.469  0.1232
H  -2.412  -1.882  3.016  0.2821
H  -1.070  -1.615  2.317  0.2965
H  -4.636  -2.789  -0.917  0.2910
H  -5.321  -4.033  -0.773  0.3172
H  2.228  3.022  -0.889  0.3100
H  3.670  2.532  -1.141  0.2823
H  1.723  -2.783  3.461  0.2707
H  2.837  -2.422  2.660  0.2462
H  -3.624  3.683  0.629  0.2884
H  -3.376  3.283  -0.713  0.3052
O  -1.183  -0.504  -0.009  -0.5119
O  4.186  -0.571  -2.264  -0.5472
O  2.080  -3.095  -1.307  -0.5778
O  -2.427  -1.538  -1.644  -0.5685
O  -0.017  2.329  -1.666  -0.5994
O  0.603  0.739  3.296  -0.5592
O  -1.050  1.340  -3.117  -0.5781
O  0.123  3.219  2.342  -0.5678
O  3.239  -0.998  0.507  -0.5402
O  -2.007  -1.432  2.266  -0.6043
O  -5.297  -3.137  -0.353  -0.6144
O  2.914  2.411  -0.594  -0.5928
O  1.962  -2.169  2.728  -0.4703
O  -3.190  4.013  -0.091  -0.5956

Molecular formula: H28O14
Method: DFT, ωB97M-V with the def2-TZVPD basis set

Results
HOMO level in Ha: -0.2321
Lowest unoccupied orbital energy in eV: -0.550
Relative energy (zero: lowest compared OMol25 entry of this formula, charge and spin) in kJ/mol: 909.5
Frontier orbital gap in eV: 5.77

Last column: Mulliken charge in e.
Cartesian coordinates (Å):
H  -0.661  0.145  -0.624  0.2253
H  -0.249  -1.168  0.056  0.2122
H  -4.937  -1.419  0.209  0.2914
H  -4.092  -2.648  -0.406  0.3085
H  1.185  3.242  -1.427  0.2641
H  1.605  2.893  0.019  0.1596
H  -0.437  -1.545  -3.861  0.3017
H  -0.428  -2.332  -2.477  0.2978
H  2.739  0.259  1.206  0.2562
H  1.357  0.583  1.677  0.2911
H  -3.045  -0.379  -2.545  0.2747
H  -3.819  0.986  -2.786  0.2929
H  2.297  -0.021  -0.796  0.3916
H  3.456  -0.841  -1.489  0.2740
H  -4.185  0.326  0.777  0.2249
H  -4.167  1.528  1.550  0.2839
H  4.325  1.387  -1.888  0.3028
H  3.429  0.665  -2.871  0.3360
H  0.116  -1.571  3.572  0.3150
H  -1.513  -1.675  3.642  0.3030
H  -2.091  3.697  0.747  0.3154
H  -3.056  4.114  -0.353  0.2851
H  2.861  3.118  1.538  0.3445
H  1.374  3.471  1.763  0.3224
H  2.447  -3.873  -1.111  0.2853
H  1.105  -3.764  -0.593  0.2485
H  2.217  -2.987  3.156  0.3006
H  1.070  -2.879  2.319  0.2157
O  -0.501  -0.233  0.201  -0.4991
O  -4.836  -2.043  -0.582  -0.6109
O  1.952  3.070  -0.876  -0.4868
O  0.060  -2.190  -3.379  -0.6019
O  1.833  -0.095  1.134  -0.4926
O  -3.472  0.331  -2.096  -0.5447
O  3.270  -0.011  -1.019  -0.6725
O  -3.542  0.879  1.261  -0.4922
O  3.401  1.289  -2.141  -0.5987
O  -0.744  -1.440  4.126  -0.6171
O  -2.463  4.426  0.227  -0.6069
O  2.228  3.241  2.242  -0.6221
O  1.933  -3.584  -0.303  -0.5174
O  1.975  -2.953  2.200  -0.5615